Entry 1:
A 9-piece molecular cluster, C6H27NO8 overall in a non-equilibrium geometry, computed with ωB97M-V/def2-TZVPD.

Last column: natural (NBO) charge in e.
Element x y z (Å)
1 C -1.85889 -0.31530 -3.44560  -0.463
2 C -1.88031 -0.98614 -2.23894  -0.120
3 C -1.89347 -0.41052 -0.87971  -0.308
4 N -1.03424 -1.20102 -0.06335  -0.658
5 C 0.29190 -0.88390 0.09554  0.000
6 C 1.05087 -0.78653 1.19964  -0.306
7 C 2.45404 -0.50181 1.10526  -0.634
8 H -1.70127 0.74524 -3.60174  0.186
9 H -2.14336 -0.88945 -4.22728  0.199
10 H -2.08930 -2.08706 -2.27902  0.209
11 H -1.85934 0.60625 -0.87581  0.190
12 H -2.94302 -0.31375 -0.54773  0.237
13 H -1.57666 -1.53425 0.74827  0.428
14 H 0.77284 -0.58101 -0.91231  0.179
15 H 0.70659 -0.85061 2.23138  0.198
16 H 2.96187 -0.11728 0.16567  0.230
17 H 2.70440 -0.00104 2.12271  0.203
18 H 3.02647 -1.49253 1.29958  0.202
19 O -2.36503 -1.43220 2.39847  -0.978
20 H -2.30057 -0.54355 2.60612  0.508
21 H -2.94174 -1.87597 2.95551  0.481
22 O -0.30446 2.19072 0.35625  -0.987
23 H 0.45981 2.09127 -0.21695  0.509
24 H -0.84618 1.38469 0.28655  0.475
25 O 0.73088 1.35012 -2.90457  -0.963
26 H 0.99988 1.72892 -3.73464  0.478
27 H -0.09454 0.86557 -2.97703  0.487
28 O -0.49868 -3.78272 2.03185  -0.967
29 H 0.12183 -3.97805 1.37571  0.471
30 H -0.69132 -2.82098 2.13349  0.492
31 O 3.08710 -0.06030 -2.52166  -0.998
32 H 3.85294 -0.48210 -2.90969  0.486
33 H 2.21338 -0.17614 -3.03249  0.514
34 O 2.21465 2.17021 -0.73352  -0.982
35 H 2.66236 1.40152 -1.12713  0.510
36 H 2.66804 3.01759 -1.03779  0.485
37 O -1.99304 1.16762 3.02168  -1.022
38 H -2.62565 1.86815 3.20681  0.477
39 H -1.09706 1.59979 2.98189  0.504
40 O 0.38928 2.14286 2.92827  -0.939
41 H 0.59068 2.45160 2.02100  0.519
42 H 0.77831 1.32205 2.99528  0.469

The total charge is 0. For the HOMO energy, the calculation gives -7.648 eV. As for the SMILES: C=CCN/C=C/C.O.O.O.O.O.O.O.O. As for the relative energy (zero: lowest compared OMol25 entry of this formula, charge and spin): 421.0 kJ/mol. The LUMO energy comes out at 0.249 eV.


Entry 2:
An isolated ion of composition C3H7INO and charge +1 in a non-equilibrium geometry, computed with ωB97M-V/def2-TZVPD.

Last column: Löwdin spin population.
Element x y z (Å)
1 C -0.27418 -1.29473 -0.35139  0.149
2 C 0.20240 -0.36518 0.87495  0.156
3 C -0.07565 1.90168 0.79889  0.611
4 N -0.43109 -0.75894 -1.59895  0.513
5 O -0.53589 0.71074 0.88843  0.236
6 I 1.75980 2.60292 0.30188  0.220
7 H 0.43861 -2.15951 -0.42203  0.006
8 H -1.13783 -1.70900 0.15280  0.029
9 H 0.13662 -0.99813 1.80021  0.016
10 H 1.26109 -0.12507 0.80307  0.007
11 H -0.78643 2.62288 0.55571  0.032
12 H 0.41955 -0.55058 -2.13197  0.013
13 H -0.97700 0.12292 -1.67160  0.013

The total charge is +1. For the HOMO energy (spin up / spin down), the calculation gives -11.273 / -13.785 eV. Its multiplicity is 3. As for the relative energy (zero: lowest compared OMol25 entry of this formula, charge and spin): 39.3 kJ/mol. The LUMO energy (spin up / spin down) comes out at -3.326 / -9.025 eV.


Entry 3:
A 15-piece molecular cluster, C15H60O15 overall in a non-equilibrium geometry, computed with ωB97M-V/def2-TZVPD.

Last column: Mulliken charge in e.
Element x y z (Å)
1 C -0.05844 -1.82289 3.57864  -0.232
2 O 1.07491 -1.11534 4.05381  -0.470
3 H -0.38275 -2.73541 4.07886  0.435
4 H -0.84860 -1.07222 3.56297  0.096
5 H 0.06421 -2.26178 2.58848  -0.121
6 H 1.77481 -1.76794 3.97731  0.262
7 C 2.41913 -4.90706 1.60672  -0.322
8 O 2.55977 -5.63517 0.43825  -0.511
9 H 1.70553 -4.09100 1.49305  -0.014
10 H 2.09122 -5.46578 2.48331  0.329
11 H 3.37670 -4.49319 1.92275  0.222
12 H 2.75867 -5.00804 -0.26086  0.336
13 C 0.36864 -0.19244 -0.48752  -0.125
14 O -0.15695 0.64233 0.58291  0.420
15 H 1.40208 -0.47946 -0.29332  -0.042
16 H -0.26045 -1.08191 -0.52208  -0.056
17 H 0.36853 0.31995 -1.44958  0.241
18 H -1.04662 0.81385 0.26563  -0.119
19 C -1.91929 2.73673 -4.04473  -0.815
20 O -1.20453 1.96423 -3.14186  -0.109
21 H -1.27852 2.82018 -4.92254  0.317
22 H -2.90238 2.35428 -4.31925  0.337
23 H -2.16733 3.72837 -3.66629  0.232
24 H -1.83400 1.81525 -2.43252  0.019
25 C -2.51064 -3.25137 1.15361  -0.138
26 O -3.62422 -2.67510 1.77500  -0.509
27 H -2.84849 -3.66387 0.20292  0.400
28 H -1.86000 -2.41714 0.89127  -0.307
29 H -1.99002 -4.02658 1.71585  0.264
30 H -4.40675 -3.13376 1.46053  0.294
31 C 1.80002 3.29570 -1.54541  -0.448
32 O 0.74177 3.28282 -0.60193  -0.668
33 H 1.92152 4.36397 -1.72465  0.294
34 H 2.71042 2.75625 -1.28411  0.265
35 H 1.51165 2.68120 -2.39825  0.134
36 H 0.06713 2.68835 -0.93818  0.275
37 C -4.43733 0.87703 2.02967  -0.657
38 O -3.69764 2.08166 1.80548  -0.540
39 H -3.99885 -0.04102 1.63850  0.161
40 H -4.81419 0.81603 3.05063  0.382
41 H -5.35922 1.12084 1.50167  0.280
42 H -3.05836 2.34503 2.47148  0.316
43 C 3.81101 -0.82981 -1.92977  -0.207
44 O 3.09384 -1.61300 -2.87344  -0.593
45 H 4.89681 -0.74427 -1.97256  0.353
46 H 3.27419 0.11289 -1.82376  0.086
47 H 3.70712 -1.33633 -0.97022  -0.003
48 H 2.82949 -1.07717 -3.62483  0.280
49 C -0.09040 -1.06429 -4.30064  0.043
50 O 0.88927 0.06359 -4.14253  -0.534
51 H -0.48953 -1.12879 -5.31288  0.342
52 H 0.40478 -2.02651 -4.17009  -0.067
53 H -0.93182 -0.97323 -3.61375  -0.075
54 H 0.43514 0.85693 -3.84932  0.185
55 C -0.91892 1.86824 4.13253  -0.123
56 O -2.08799 2.68713 4.06083  -0.631
57 H -0.72249 1.44117 5.11595  0.456
58 H -1.01636 1.22515 3.25785  -0.146
59 H -0.21337 2.64294 3.83230  0.139
60 H -2.63468 2.42674 4.80576  0.282
61 C 1.12151 -4.06382 -2.25412  -0.110
62 O 2.56251 -3.97245 -2.02367  -0.676
63 H 0.64844 -4.91841 -1.77040  0.331
64 H 0.78101 -3.12214 -1.82355  -0.231
65 H 0.92502 -4.05561 -3.32623  0.214
66 H 2.76350 -3.06604 -2.26785  0.514
67 C -3.52944 0.63032 -1.76346  -0.900
68 O -2.61216 1.30884 -0.83010  -0.080
69 H -4.17854 -0.13251 -1.33348  0.277
70 H -4.01661 1.36471 -2.40488  0.399
71 H -3.04486 -0.01551 -2.49571  0.173
72 H -2.97224 1.62102 0.00327  0.106
73 C -3.99453 5.00408 -1.10659  -0.426
74 O -3.57562 6.37894 -1.26220  -0.520
75 H -4.84772 5.02460 -0.42854  0.294
76 H -4.19800 4.55887 -2.08049  0.224
77 H -3.26315 4.31539 -0.68365  0.144
78 H -3.27394 6.49035 -2.16674  0.293
79 C 5.20282 -1.37822 2.40738  -0.277
80 O 6.57342 -1.12825 2.27873  -0.541
81 H 4.63223 -1.35281 1.47901  0.039
82 H 5.15034 -2.37146 2.85327  0.294
83 H 4.83133 -0.70351 3.17865  0.207
84 H 6.95826 -1.34587 3.13087  0.305
85 C 2.68387 1.47353 2.21040  -0.237
86 O 2.66834 2.51390 1.20079  -0.593
87 H 3.63548 1.23629 2.68607  0.337
88 H 2.02358 1.79716 3.01500  0.116
89 H 2.26250 0.54350 1.82884  0.018
90 H 1.79559 2.66786 0.83173  0.416

The total charge is 0. For the HOMO energy, the calculation gives -9.366 eV. As for the relative energy (zero: lowest compared OMol25 entry of this formula, charge and spin): 856.6 kJ/mol. The LUMO energy comes out at 0.161 eV.


Entry 4:
C10H29BInN3O6P as an isolated structure in a non-equilibrium geometry, computed with ωB97M-V/def2-TZVPD.

Last column: Mulliken charge in e.
Element x y z (Å)
1 O -5.31411 0.46491 0.79759  -0.601
2 C -4.17982 1.15782 1.01775  0.577
3 N -2.97504 1.66964 1.49362  -0.532
4 In -1.43902 0.52491 0.54587  0.739
5 C -1.48976 -1.67768 1.23988  -0.704
6 B -0.44410 -2.46204 0.18850  0.509
7 O 0.98836 -2.58706 0.62527  -0.579
8 O -0.96925 -2.94063 -1.10901  -0.621
9 P 0.84563 1.51939 1.02812  0.217
10 O 1.81505 1.28900 -0.23023  -0.687
11 H -1.60729 0.46095 -1.25741  -0.318
12 H -1.15993 -1.77011 2.36269  0.184
13 H -2.54849 -2.16029 1.02326  0.195
14 H 1.22035 -1.62423 0.87651  0.208
15 H -1.18505 -2.11772 -1.67074  0.304
16 H 1.52166 0.96465 2.18555  0.010
17 H 0.75526 2.96145 1.25844  0.010
18 C -4.85594 6.37372 -2.47955  -1.422
19 C -5.09095 4.86614 -2.53973  0.342
20 C -4.50407 4.10161 -1.33153  -0.694
21 O -3.08570 3.91924 -1.38436  -0.212
22 C -2.33442 5.03340 -0.92609  -0.685
23 N -4.56354 4.35105 -3.81218  -0.777
24 H -3.82594 6.64990 -2.71978  0.275
25 H -5.49980 6.88844 -3.20283  0.357
26 H -5.09374 6.76761 -1.48595  0.334
27 H -6.17686 4.70985 -2.53110  0.411
28 H -4.92920 3.09116 -1.33479  0.302
29 H -4.80268 4.55889 -0.38053  0.405
30 H -2.82977 5.55493 -0.10168  0.312
31 H -2.14086 5.71943 -1.75181  0.240
32 H -1.36725 4.66568 -0.57033  0.197
33 H -4.80427 3.36180 -3.88817  0.288
34 H -3.54169 4.34462 -3.73691  0.341
35 C 6.11017 -3.37869 1.38133  -1.508
36 C 4.61277 -3.58148 1.60114  0.450
37 C 4.26423 -4.93271 2.26550  -0.660
38 O 4.32314 -6.05529 1.37995  -0.379
39 C 5.62621 -6.58789 1.19527  -0.648
40 N 3.91488 -3.41538 0.31741  -0.669
41 H 6.49696 -3.96616 0.54458  0.274
42 H 6.32273 -2.32671 1.15603  0.368
43 H 6.67731 -3.64589 2.27905  0.343
44 H 4.27709 -2.78637 2.27850  0.424
45 H 3.22287 -4.88172 2.60422  0.320
46 H 4.87157 -5.11097 3.16106  0.414
47 H 6.23147 -6.52393 2.10443  0.291
48 H 6.12393 -6.08082 0.36758  0.223
49 H 5.52474 -7.64244 0.92171  0.253
50 H 2.90882 -3.46061 0.48515  0.244
51 H 4.10329 -4.25341 -0.24124  0.334

The total charge is -1. For the HOMO energy, the calculation gives -5.455 eV. The LUMO energy comes out at 2.648 eV.


Entry 5:
C9H14AlF4O5 as an isolated structure in a non-equilibrium geometry, computed with ωB97M-V/def2-TZVPD.

Last column: natural (NBO) charge in e.
Element x y z (Å)
1 C 3.85218 0.01742 1.50425  -0.742
2 C 3.76006 0.46533 0.06449  0.796
3 O 4.43358 1.33021 -0.30925  -0.564
4 O 2.89214 -0.08655 -0.79537  -0.490
5 C 2.32714 -1.35003 -0.42741  -0.076
6 C 1.00762 -1.29071 0.39002  -0.439
7 C 0.55473 0.10270 0.86018  -0.407
8 C -0.97036 0.16741 0.74852  0.061
9 C -1.46038 1.48285 1.36944  -0.536
10 C -1.60306 2.61905 0.39313  0.447
11 O -1.60632 2.51874 -0.76611  -0.467
12 O -1.56032 -0.96371 1.38946  -0.533
13 C -2.84970 -1.14970 1.07771  0.638
14 O -3.37194 -0.74054 0.13284  -0.509
15 H 4.62774 0.58416 1.98857  0.238
16 H 4.17850 -1.01694 1.52907  0.223
17 H 2.92862 0.13292 2.05055  0.234
18 H 2.10161 -1.85064 -1.35837  0.208
19 H 3.04995 -1.99029 0.05976  0.166
20 H 1.13468 -1.94419 1.24528  0.203
21 H 0.21480 -1.72780 -0.20492  0.235
22 H 0.77176 0.20855 1.92123  0.185
23 H 0.91968 0.91699 0.24797  0.236
24 H -1.17527 0.21236 -0.31893  0.259
25 H -2.43324 1.35304 1.83970  0.240
26 H -0.77606 1.75986 2.16895  0.209
27 H -1.74955 3.62514 0.84542  0.081
28 H -3.39919 -1.77526 1.79082  0.101
29 F -4.58071 0.01843 -2.99532  -0.788
30 Al -3.16154 -0.31908 -3.88623  2.166
31 F -1.80582 -0.34980 -2.83046  -0.793
32 F -2.93513 0.88682 -5.07871  -0.790
33 F -3.31622 -1.84675 -4.64624  -0.792

The total charge is -1. For the HOMO energy, the calculation gives -7.471 eV. The LUMO energy comes out at 2.408 eV.


Entry 6:
A 2-piece molecular cluster, C4H14N3 overall in a non-equilibrium geometry, computed with ωB97M-V/def2-TZVPD.

Last column: natural (NBO) charge in e.
Element x y z (Å)
1 C -1.14289 -0.87279 2.03607  -0.428
2 C -0.01377 -1.44547 -0.06864  0.684
3 N -1.06758 -0.93627 0.57771  -0.550
4 N 0.72415 -2.41784 0.49353  -0.768
5 N 0.40531 -0.87173 -1.19404  -0.756
6 H -1.58346 -0.26734 0.02481  0.418
7 H 0.34944 -2.76093 1.37660  0.411
8 H 1.16853 -3.16733 -0.01415  0.434
9 H 0.93112 -1.36330 -1.89896  0.429
10 H 0.02365 0.03430 -1.43884  0.433
11 H -0.41352 -0.16863 2.44016  0.225
12 H -1.06485 -1.86357 2.46433  0.212
13 H -2.13485 -0.52331 2.30801  0.247
14 C 0.32478 2.25879 -0.56265  -0.629
15 C 0.76347 3.58626 -1.18039  -0.614
16 H 1.11650 1.52655 -0.70179  0.199
17 H 0.27380 2.35028 0.53226  0.214
18 H -0.66837 1.83212 -0.74017  0.177
19 H 0.33432 4.40903 -0.60845  0.221
20 H 0.29427 3.70726 -2.15415  0.215
21 H 1.83787 3.68469 -1.28231  0.226

The total charge is +1. For the HOMO energy, the calculation gives -14.800 eV. As for the relative energy (zero: lowest compared OMol25 entry of this formula, charge and spin): 57.0 kJ/mol. The LUMO energy comes out at -3.034 eV.